{
  "formula": "C27H36F2O5",
  "method": "the ωB97M-V functional and the def2-TZVPD basis",
  "homo_energy_ev": -9.560,
  "lumo_energy_ev": 0.24,
  "smiles": "CCCCC(=O)OCC(=O)[C@H]1[C@H](C)C[C@H]2[C@@H]3C[C@H](F)C4=CC(=O)C=C[C@]4(C)[C@@]3(F)[C@@H](O)C[C@@]21C",
  "e_tot_ev": -44256.76431,
  "homo_lumo_gap_ha": 0.3602,
  "elements": ["C", "C", "C", "C", "C", "O", "O", "C", "C", "O", "C", "C", "C", "C", "C", "C", "C", "C", "F", "C", "C", "C", "O", "C", "C", "C", "C", "C", "F", "C", "O", "C", "C", "C", "H", "H", "H", "H", "H", "H", "H", "H", "H", "H", "H", "H", "H", "H", "H", "H", "H", "H", "H", "H", "H", "H", "H", "H", "H", "H", "H", "H", "H", "H", "H", "H", "H", "H", "H", "H"],
  "xyz": [[-2.21805, -5.55486, -0.85238], [-1.36179, -4.29465, -0.82997], [-2.17995, -3.00764, -0.92157], [-3.04644, -2.76639, 0.32071], [-3.84510, -1.50038, 0.16057], [-4.60849, -1.26454, -0.73709], [-3.58941, -0.63403, 1.16021], [-4.26605, 0.61078, 1.13106], [-3.45829, 1.77672, 0.56659], [-3.81746, 2.90421, 0.79478], [-2.26770, 1.43300, -0.28686], [-2.06382, 2.44887, -1.43954], [-2.72320, 1.95104, -2.71969], [-0.53608, 2.62441, -1.59255], [0.04645, 1.51959, -0.71593], [1.51155, 1.61662, -0.29574], [2.40447, 1.66794, -1.53600], [3.88844, 1.60151, -1.17528], [4.62477, 1.56155, -2.33982], [4.14300, 0.38825, -0.32813], [4.92984, -0.60947, -0.73425], [5.13916, -1.83439, 0.04291], [5.83890, -2.74939, -0.34832], [4.45008, -1.86463, 1.34050], [3.65841, -0.88023, 1.75328], [3.36677, 0.36087, 0.96418], [3.78292, 1.55081, 1.84795], [1.85367, 0.37962, 0.55659], [1.67741, -0.74157, -0.26075], [0.86773, 0.13410, 1.72594], [1.13716, 1.02614, 2.77949], [-0.59901, 0.18278, 1.25902], [-0.91657, 1.45628, 0.47948], [-0.86125, 2.68494, 1.38823], [-2.86570, -5.55862, -1.72614], [-2.83788, -5.62870, 0.03772], [-1.58370, -6.43690, -0.89272], [-0.67373, -4.31942, -1.67708], [-0.75893, -4.27617, 0.08061], [-1.49251, -2.16719, -1.04870], [-2.82921, -3.04252, -1.79820], [-2.43308, -2.69726, 1.21905], [-3.75367, -3.58981, 0.43015], [-4.57423, 0.84383, 2.15344], [-5.16328, 0.51800, 0.50171], [-2.40730, 0.43490, -0.70859], [-2.52957, 3.39566, -1.15494], [-2.62412, 2.69131, -3.51010], [-3.78237, 1.76625, -2.55496], [-2.26192, 1.02399, -3.05498], [-0.23535, 2.51892, -2.63335], [-0.21282, 3.60486, -1.24360], [-0.06094, 0.57565, -1.26335], [1.66832, 2.50939, 0.31148], [2.21072, 2.58127, -2.09914], [2.18372, 0.81326, -2.17955], [4.21222, 2.51719, -0.66225], [5.45007, -0.55076, -1.67966], [4.63501, -2.73419, 1.95483], [3.20002, -0.91920, 2.73176], [4.86066, 1.51107, 1.99266], [3.29393, 1.48846, 2.81403], [3.52747, 2.50467, 1.39930], [1.05627, -0.89943, 2.06541], [0.41161, 0.97554, 3.41206], [-1.24617, 0.08289, 2.13428], [-0.76734, -0.68623, 0.62153], [-1.18798, 3.57502, 0.86116], [-1.53033, 2.54597, 2.23586], [0.13999, 2.85038, 1.77265]],
  "forces_ev_per_a": [[0.2, 0.1, 0.0], [-0.2, 0.1, -0.1], [0.1, -0.1, 0.2], [0.0, 0.1, -0.3], [-0.1, -0.3, 0.0], [0.0, 0.0, -0.1], [0.3, 0.1, 0.3], [-0.7, 0.4, 0.0], [0.0, -0.6, 0.0], [-0.1, 0.0, 0.1], [0.2, 0.4, -0.1], [-0.1, 0.0, -0.1], [0.0, 0.2, 0.2], [0.0, -0.2, 0.1], [0.1, 0.3, 0.2], [-0.2, -0.4, -0.2], [0.3, 0.1, 0.2], [-0.3, 0.1, 0.1], [0.2, -0.1, -0.4], [0.2, -0.1, -0.1], [0.0, 0.4, -0.3], [-0.1, 0.1, 0.0], [-0.1, 0.1, 0.0], [-0.1, -0.2, 0.4], [0.1, -0.1, -0.2], [-0.1, -0.2, 0.0], [0.0, 0.0, 0.1], [0.1, 0.4, 0.5], [-0.1, -0.2, -0.1], [-0.2, -0.8, -0.4], [0.1, 0.2, 0.3], [0.3, 0.2, 0.0], [-0.1, -0.4, 0.0], [0.2, 0.0, -0.2], [-0.1, 0.0, -0.1], [-0.1, -0.1, 0.1], [0.0, -0.1, 0.0], [0.1, 0.0, 0.1], [0.1, 0.0, 0.0], [0.0, 0.1, -0.1], [0.0, 0.1, 0.0], [0.0, -0.1, 0.0], [0.0, 0.0, 0.1], [0.1, 0.0, -0.1], [0.2, 0.1, 0.2], [0.0, 0.0, 0.0], [0.1, -0.1, 0.0], [0.0, 0.0, -0.1], [-0.1, -0.1, -0.1], [0.0, -0.1, -0.1], [0.1, 0.1, -0.1], [0.1, 0.1, 0.0], [0.0, 0.0, 0.0], [0.0, 0.0, 0.0], [0.0, 0.0, 0.0], [0.0, 0.0, 0.0], [-0.1, -0.2, 0.1], [0.0, 0.0, -0.1], [0.0, -0.1, 0.1], [0.0, -0.1, 0.1], [0.1, 0.0, 0.0], [0.1, 0.0, 0.0], [0.0, 0.1, 0.0], [0.0, 0.2, -0.1], [0.0, 0.0, -0.1], [0.0, -0.1, 0.1], [-0.1, -0.1, 0.0], [-0.1, 0.2, 0.0], [0.0, 0.0, 0.1], [0.0, 0.1, 0.0]],
  "lowdin_charge": [-0.108, -0.261, -0.200, -0.090, -0.497, 0.123, -0.012, -0.064, -0.319, 0.115, -0.146, -0.291, -0.047, -0.088, -0.215, -0.161, -0.050, -0.272, 0.009, -0.093, 0.079, -0.394, 0.081, 0.024, -0.005, -0.330, 0.008, -0.281, 0.055, -0.268, -0.017, -0.049, -0.369, 0.009, 0.077, 0.064, 0.070, 0.108, 0.108, 0.102, 0.120, 0.124, 0.125, 0.145, 0.143, 0.140, 0.137, 0.081, 0.084, 0.085, 0.118, 0.124, 0.161, 0.152, 0.129, 0.144, 0.159, 0.128, 0.118, 0.125, 0.107, 0.080, 0.081, 0.152, 0.114, 0.131, 0.116, 0.095, 0.099, 0.081]
}